# 1
Density functional theory data (ωB97M-V with the def2-TZVPD basis set) for one molecule with the formula C5H6O.

Last column: Löwdin charge in e.
Cartesian coordinates (Å):
C (0.545560, -0.393249, -1.670488)  0.020
C (1.249000, 0.396068, -0.680267)  -0.321
C (0.722285, 0.167066, 0.683847)  0.068
C (-0.589150, 0.138728, 0.805927)  -0.131
C (-1.466571, -0.120872, 1.950222)  -0.283
O (-2.668435, -0.239922, 1.845509)  0.036
H (-0.219109, -1.095316, -1.366488)  0.057
H (-1.117007, 0.271464, -0.175271)  0.127
H (0.992821, -0.578773, -2.641685)  0.057
H (1.194009, 1.486624, -0.807079)  0.129
H (2.315093, 0.170441, -0.874446)  0.122
H (-0.958497, -0.202257, 2.930218)  0.120

Atoms 1-6, force components in eV/Å:
-0.60 -0.87 -1.18
1.72 0.51 0.22
-0.84 -0.01 -0.35
-0.53 -0.04 -0.11
-0.13 0.02 0.22
0.49 0.06 0.08

Output
LUMO (alpha / beta), eV: -1.32 / -0.16
Relative energy (zero: lowest compared OMol25 entry of this formula, charge and spin), kJ/mol: 490.0

***

# 2
Density functional theory data (ωB97M-V with the def2-TZVPD basis set) for a 2-piece molecular cluster, C4H10NO overall.

Last column: Mulliken spin population.
Cartesian coordinates (Å):
C (-0.336058, -0.123282, -1.047928)  0.105
O (-1.318611, -0.882791, -1.282047)  0.022
C (0.589833, -0.117185, 0.112778)  -0.040
C (-0.702407, 0.842278, 0.292468)  -0.009
C (-1.589660, 0.130976, 1.509207)  -0.006
N (1.784177, 0.577178, 0.105750)  0.886
H (2.403883, -1.755647, -2.203620)  -0.002
H (0.220997, 0.294529, -1.901166)  -0.017
H (0.598098, -0.970437, 0.779212)  0.044
H (-1.503143, 1.461626, -0.110420)  0.013
H (-0.192620, 1.647022, 0.847211)  0.005
H (-1.131951, 0.512723, 2.414020)  0.001
H (-2.548193, 0.614199, 1.357092)  0.000
H (-1.655826, -0.934036, 1.359323)  0.004
H (2.889618, -1.454080, -1.738373)  0.002
H (2.491864, 0.156928, -0.493508)  -0.006

Atoms 1-6, force components in eV/Å:
0.57 -3.60 -2.69
1.28 0.76 0.69
-0.37 -0.62 -1.41
-1.42 1.84 6.53
0.78 1.77 -2.30
-0.07 1.10 -0.32

Output
Spin multiplicity: 2
LUMO (alpha / beta), eV: 0.80 / -1.37
Relative energy (zero: lowest compared OMol25 entry of this formula, charge and spin), kJ/mol: 474.4

***

# 3
Density functional theory data (ωB97M-V with the def2-TZVPD basis set) for a 11-piece molecular cluster, C16H54O19 overall.

Last column: Löwdin charge in e.
Cartesian coordinates (Å):
O (3.513649, -3.524387, 0.329161)  -0.057
H (3.646749, -2.811917, 0.954381)  -0.019
H (2.705499, -3.948737, 0.617361)  0.030
O (3.681929, -1.088557, 1.980161)  -0.037
H (4.530489, -1.001677, 2.414471)  0.060
H (3.174699, -0.339247, 2.292391)  0.032
O (0.780549, 1.681843, 3.627781)  -0.044
H (1.733459, 1.703243, 3.539781)  0.036
H (0.489519, 1.082083, 2.940901)  -0.005
C (-2.571081, 2.003393, 1.735411)  -0.164
C (-3.488051, 2.966113, 2.576771)  -0.174
O (-3.187041, 2.872173, 4.005441)  -0.070
O (-1.280341, 2.635733, 1.670821)  -0.100
H (-2.938401, 1.853053, 0.720231)  0.123
H (-2.450101, 1.044793, 2.239941)  0.088
H (-4.475861, 2.534803, 2.414591)  0.110
H (-3.486971, 3.940013, 2.087251)  0.124
H (-3.493481, 3.678703, 4.426411)  0.096
H (-0.898101, 2.717293, 2.547651)  0.073
C (1.033349, -0.486747, 0.627551)  -0.157
C (-0.186701, -1.015077, -0.182519)  -0.143
O (-1.337481, -0.961967, 0.707261)  -0.086
O (0.918269, 0.960453, 0.957281)  -0.109
H (1.989789, -0.637347, 0.126911)  0.091
H (1.141449, -0.938377, 1.613681)  0.111
H (0.002829, -2.050307, -0.466189)  0.112
H (-0.310721, -0.388547, -1.065799)  0.107
H (-1.212571, -0.070507, 1.040861)  0.043
H (1.285139, 1.443433, 0.213141)  0.029
C (0.841839, -2.393947, -4.739879)  -0.240
C (2.043219, -1.443737, -4.831339)  -0.188
O (1.884439, -0.313127, -3.933159)  -0.093
O (0.634139, -2.773337, -3.405059)  -0.057
H (1.022139, -3.234077, -5.410529)  0.120
H (-0.079431, -1.887067, -5.026979)  0.111
H (2.084419, -1.084867, -5.859739)  0.114
H (3.046769, -1.783507, -4.575339)  0.114
H (0.990369, -0.466717, -3.619089)  0.041
H (1.433249, -3.179717, -3.061729)  0.095
C (-1.380211, 1.474333, -3.687869)  -0.178
C (-2.375381, 1.690043, -2.470849)  -0.204
O (-3.738321, 1.330523, -2.776979)  -0.074
O (-1.138011, 0.072043, -3.906819)  -0.089
H (-0.462671, 1.883983, -3.265479)  0.100
H (-1.653851, 1.925663, -4.641559)  0.122
H (-2.416301, 2.755273, -2.243479)  0.104
H (-2.090031, 1.218053, -1.530689)  0.104
H (-4.072921, 1.927433, -3.450279)  0.081
H (-2.003281, -0.327057, -4.023519)  0.092
C (1.815309, 3.965633, -1.211629)  -0.214
C (0.359839, 4.422893, -1.245719)  -0.184
O (-0.275811, 4.677383, 0.055831)  -0.072
O (1.950989, 2.569073, -0.970669)  -0.089
H (2.420179, 4.472273, -0.459589)  0.127
H (2.279149, 4.233193, -2.161029)  0.121
H (-0.306891, 3.833293, -1.874949)  0.095
H (0.611029, 5.347653, -1.765149)  0.111
H (-0.637511, 3.916283, 0.515721)  0.022
H (2.818809, 2.352863, -1.319599)  0.057
C (-2.304561, -4.193397, 0.279181)  -0.228
C (-2.123591, -4.926147, 1.616481)  -0.268
O (-1.214831, -4.266457, 2.440071)  -0.059
O (-3.134351, -3.015147, 0.368381)  -0.073
H (-2.652251, -4.833367, -0.531759)  0.108
H (-1.302871, -3.946697, -0.072749)  0.099
H (-2.052921, -5.975897, 1.331651)  0.112
H (-3.081681, -4.887967, 2.134831)  0.113
H (-1.739071, -3.638307, 2.942271)  0.022
H (-2.496971, -2.306917, 0.485651)  0.013
C (5.829619, 0.045483, -1.183519)  -0.223
C (4.473209, -0.363957, -1.701989)  -0.242
O (3.887139, 0.826903, -2.168779)  -0.086
O (5.664839, 0.713093, 0.049541)  -0.059
H (6.275799, 0.670793, -1.956829)  0.121
H (6.451769, -0.831917, -1.006889)  0.125
H (3.758069, -0.898477, -1.076709)  0.101
H (4.535349, -1.049307, -2.547279)  0.114
H (3.074029, 0.515973, -2.573469)  0.047
H (4.960259, 1.361653, -0.017769)  0.073
C (-2.978671, -0.360077, 5.010671)  -0.196
C (-2.325101, -1.240237, 3.930921)  -0.208
O (-2.788591, -2.581957, 3.849771)  -0.068
O (-4.248011, 0.141733, 4.569631)  -0.087
H (-2.414441, 0.552763, 5.201641)  0.115
H (-3.283331, -0.969497, 5.861481)  0.123
H (-1.237261, -1.238337, 3.999501)  0.129
H (-2.640351, -0.848267, 2.963931)  0.093
H (-3.733121, -2.543807, 3.682371)  0.110
H (-4.073851, 1.053253, 4.323851)  0.028

Atoms 1-6, force components in eV/Å:
0.09 -0.23 -0.48
-0.03 0.46 0.30
-0.19 -0.16 0.12
0.01 -0.26 0.04
0.36 0.05 0.02
-0.22 0.20 -0.03

Output
LUMO, eV: 0.26
Relative energy (zero: lowest compared OMol25 entry of this formula, charge and spin), kJ/mol: 227.2
Structure (SMILES): OCCO.OCCO.OCCO.OCCO.OCCO.OCCO.OCCO.OCCO.O.O.O

***

# 4
Density functional theory data (ωB97M-V with the def2-TZVPD basis set) for C19H41BCaN6Si4 as an isolated structure.

Last column: Löwdin charge in e.
Cartesian coordinates (Å):
C (-1.861891, -1.428059, -2.359519)  -0.159
N (-1.367678, -0.287856, -1.841186)  -0.193
N (-1.785627, 0.790327, -2.616107)  -0.019
C (-2.590026, 0.319185, -3.606454)  -0.018
C (-2.667528, -1.113740, -3.485305)  -0.022
B (-1.308900, 2.281065, -2.157749)  -0.414
N (-1.491664, 2.687579, -0.621457)  -0.038
N (-1.099060, 1.831487, 0.417930)  -0.083
C (-1.426278, 2.458202, 1.575986)  -0.145
C (-2.064042, 3.690507, 1.308644)  -0.037
C (-2.069034, 3.796707, -0.093452)  -0.046
Ca (0.183655, -0.135505, -0.301109)  1.194
N (0.219522, 2.473734, -2.493173)  -0.060
N (1.220775, 1.728154, -1.867727)  -0.041
C (2.392927, 2.154561, -2.430922)  -0.142
C (2.141493, 3.136632, -3.414346)  -0.047
C (0.757107, 3.319358, -3.399753)  -0.055
H (3.392009, 1.786739, -2.196385)  0.102
H (0.121053, 3.970947, -3.981779)  0.130
H (2.834845, 3.627598, -4.069010)  0.100
H (-1.944626, 3.070728, -2.818161)  0.116
H (-2.468384, 4.563156, -0.754223)  0.134
H (-3.032013, 1.085393, -4.276391)  0.146
H (-2.456580, 4.391659, 2.032546)  0.105
H (-3.189512, -1.856464, -4.100757)  0.107
H (-1.208020, 2.031748, 2.556327)  0.107
H (-1.591851, -2.370265, -1.857679)  0.078
H (1.617649, 0.822189, 0.603132)  -0.041
C (1.633021, 0.427265, 1.612757)  -0.084
H (1.387656, 1.262473, 2.269995)  0.083
H (0.769338, -0.250310, 1.792352)  -0.012
H (2.595853, -0.083655, 1.714870)  0.002
C (4.769025, -2.736256, -1.129585)  -0.200
Si (3.790398, -2.801340, 0.471010)  0.339
C (4.241307, -4.381697, 1.402032)  -0.166
C (4.393591, -1.329634, 1.488827)  -0.194
Si (1.618120, -2.693713, -0.254085)  0.663
Si (1.231060, -4.257919, -1.949287)  0.382
C (2.419906, -5.701971, -1.654284)  -0.166
C (-0.476134, -5.056325, -1.854482)  -0.184
C (1.491557, -3.490990, -3.663338)  -0.190
Si (0.822472, -3.332508, 1.830001)  0.348
C (0.971718, -5.192973, 2.052017)  -0.144
C (1.580597, -2.455507, 3.334846)  -0.176
C (-1.034812, -2.966399, 1.821330)  -0.197
H (5.813831, -2.778696, -0.795355)  0.057
H (4.601765, -1.774790, -1.629195)  0.045
H (4.555224, -3.563107, -1.815076)  0.024
H (5.335092, -4.344615, 1.490994)  0.068
H (3.811493, -4.471547, 2.404955)  0.033
H (3.981940, -5.292519, 0.854355)  0.033
H (4.316825, -0.402327, 0.909135)  0.044
H (3.905238, -1.181764, 2.457642)  0.026
H (5.454371, -1.529087, 1.662506)  0.063
H (2.245120, -6.159600, -0.673218)  0.034
H (2.175984, -6.453247, -2.417793)  0.069
H (3.479488, -5.439126, -1.737325)  0.030
H (-1.284403, -4.361076, -2.110916)  0.018
H (-0.471926, -5.886534, -2.576799)  0.064
H (-0.664494, -5.467406, -0.855411)  0.027
H (0.781602, -2.680031, -3.872065)  0.031
H (2.499326, -3.078229, -3.796439)  0.036
H (1.354135, -4.260210, -4.436074)  0.056
H (1.998835, -5.571971, 2.069940)  0.027
H (0.506061, -5.382700, 3.028876)  0.074
H (0.393728, -5.723945, 1.285872)  0.039
H (1.467400, -1.368327, 3.334497)  0.018
H (1.021350, -2.837737, 4.198847)  0.062
H (2.644137, -2.653755, 3.503068)  0.032
H (-1.324790, -1.906418, 1.756163)  0.032
H (-1.535411, -3.536910, 1.028328)  0.040
H (-1.376764, -3.351386, 2.792295)  0.057

Atoms 1-6, force components in eV/Å:
-0.55 1.48 -0.79
-0.51 0.41 -1.22
0.09 -1.33 1.41
0.41 -0.48 0.75
0.47 0.67 0.25
0.10 0.62 -0.29

Output
Charge: +2
LUMO (alpha / beta), eV: -10.16 / -10.21

***

# 5
Density functional theory data (ωB97M-V with the def2-TZVPD basis set) for C11H18Cl2InN2S as an isolated structure.

Last column: Löwdin charge in e.
Cartesian coordinates (Å):
In (1.717695, -0.074129, -0.900476)  0.335
Cl (1.608898, -2.462012, -0.363020)  -0.103
Cl (2.511653, 0.211585, 1.487888)  -0.053
C (3.775743, 0.505865, -1.272377)  -0.322
H (4.115760, 1.088801, -0.393981)  -0.060
H (4.394646, -0.378868, -1.511540)  -0.021
C (-1.278114, 0.841823, -1.375542)  -0.296
C (-0.365249, -0.059735, -1.550356)  -0.385
H (-1.214504, 1.725504, -0.701793)  0.082
C (-0.301640, -1.105772, -2.676094)  -0.284
H (3.812074, 1.202474, -2.160329)  -0.034
C (-1.204289, -0.604861, -3.810746)  -0.238
H (0.744183, -1.145783, -3.092837)  0.081
H (-0.528330, -2.159773, -2.396493)  0.097
C (-2.614498, -0.223863, -3.353696)  -0.192
H (-0.662159, 0.274124, -4.185081)  0.112
H (-1.267973, -1.336177, -4.612395)  0.094
C (-2.563712, 0.812909, -2.162918)  -0.199
H (-3.147096, 0.272847, -4.197288)  0.101
H (-3.142092, -1.136989, -3.002554)  0.110
H (-2.692078, 1.833038, -2.561849)  0.095
H (-3.456121, 0.608091, -1.531802)  0.103
C (0.345769, -1.734364, 3.498622)  -0.076
N (0.177760, -0.292584, 3.615641)  -0.178
C (0.644598, 0.508601, 4.632851)  -0.086
C (0.367011, 1.804235, 4.276582)  -0.110
N (-0.284384, 1.738267, 3.060767)  0.048
C (-0.454209, 0.437180, 2.641404)  -0.838
S (-1.259725, -0.258779, 1.357460)  0.666
H (-0.645880, -2.186854, 3.344754)  0.069
H (0.985210, -1.969614, 2.632563)  0.044
H (0.808729, -2.095693, 4.421837)  0.082
H (1.105189, 0.094321, 5.516347)  0.108
H (0.563368, 2.723629, 4.802242)  0.096
H (-0.596244, 2.542565, 2.524205)  0.150

Atoms 1-6, force components in eV/Å:
0.09 -0.22 1.49
0.17 -0.70 -0.26
-0.27 0.44 0.65
0.03 1.10 -1.69
-0.18 -0.72 -0.50
-0.25 0.46 0.37

Output
Charge: -1
LUMO, eV: 2.77

***

no.,DFT total energy (eV),largest force on an atom (Eh/bohr)
1,-7324.2057,0.035
2,-7840.8607,0.135
3,-56365.5415,0.056
4,-79921.9780,0.054
5,-55735.5653,0.077